{"formula": "C13H17N3O2S", "method": "ωB97M-V/def2-TZVPD", "symbols": ["C", "C", "C", "N", "C", "S", "N", "N", "C", "C", "C", "C", "C", "C", "C", "O", "C", "C", "O", "H", "H", "H", "H", "H", "H", "H", "H", "H", "H", "H", "H", "H", "H", "H", "H", "H"], "xyz": [[2.28575, -0.62773, -4.10025], [1.87925, -1.17784, -2.73788], [0.57130, -1.96638, -2.82236], [2.95309, -2.02588, -2.25358], [3.29774, -2.34674, -1.00093], [4.55437, -3.39465, -0.71970], [2.67614, -1.82553, 0.09089], [1.58384, -1.05717, 0.09057], [1.09497, -0.66960, 1.20471], [-0.08965, 0.15215, 1.26759], [-0.77713, 0.53508, 0.11055], [-1.91677, 1.30046, 0.19764], [-2.39955, 1.71454, 1.43622], [-1.69755, 1.37119, 2.59751], [-0.56068, 0.58515, 2.50563], [-2.09829, 1.79400, 3.83940], [-3.03932, 2.84312, 3.79389], [-4.12324, 2.53395, 2.76264], [-3.55709, 2.44356, 1.47364], [1.52934, 0.06153, -4.46483], [3.23198, -0.09681, -4.02971], [2.39130, -1.43580, -4.82172], [1.75785, -0.35671, -2.02644], [0.27996, -2.30994, -1.83336], [0.69072, -2.82936, -3.47387], [-0.22074, -1.33734, -3.21922], [3.45813, -2.54926, -2.95545], [3.08447, -2.12592, 0.98032], [1.55919, -0.95042, 2.15721], [-0.40690, 0.20871, -0.84669], [-2.46754, 1.59147, -0.68257], [-0.04801, 0.32453, 3.41850], [-3.45832, 2.92787, 4.79743], [-2.53947, 3.78305, 3.52150], [-4.86930, 3.32857, 2.71903], [-4.60984, 1.58413, 3.02371]], "relative_energy_kcal_mol": 63.66, "energy_ev": -33156.5318, "orbital_gap_ev": 8.040, "multiplicity": 1, "homo_ev": -7.76}